Here is one molecule with the formula C5H7NO from the Open Molecules 2025 dataset. Energies are from ωB97M-V with the def2-TZVPD basis set.

```
14
Properties=species:S:1:pos:R:3:lowdin_charge:R:1
C 1.3448 -0.5785 0.2495 -0.039
C 0.0044 0.5465 -1.4252 0.049
C -0.1185 -0.2832 -0.1392 -0.606
N -0.8917 -1.5034 -0.3486 0.076
C -0.7354 0.6785 0.8525 -0.016
C -0.8208 1.8516 0.2555 -0.063
O -0.3647 1.7612 -1.0961 -0.046
H 1.8222 -1.1741 -0.5342 0.084
H 1.9208 0.3428 0.3870 0.091
H 1.3674 -1.1373 1.1923 0.088
H -0.3557 -2.3172 -0.0641 0.071
H -1.0847 -1.6124 -1.3401 0.070
H -1.0242 0.4375 1.8669 0.120
H -1.1578 2.8368 0.5463 0.120
```

E_LUMO	0.549	eV
frontier orbital gap	9.40	eV
E	-324.59669	hartree

=====

Here is one molecule with the formula C5H7NO from the Open Molecules 2025 dataset. Energies are from ωB97M-V with the def2-TZVPD basis set.

```
14
Properties=species:S:1:pos:R:3:lowdin_charge:R:1
C -1.3501 -0.0398 0.5176 -0.388
C 0.0057 0.0713 0.1280 -0.334
C 1.0809 1.1575 0.0015 0.011
C 2.2282 0.3918 -0.3292 -0.140
C 0.6168 -1.1505 -0.0209 -0.063
H -1.5465 0.7397 -0.9972 0.118
H -2.2843 -0.9988 -1.2541 0.157
H -1.5303 0.8727 1.2023 0.142
H -1.2469 -0.9482 1.2351 0.124
H 0.9791 2.2981 0.0824 0.121
H 3.3921 0.6955 -0.1416 0.169
H -0.0430 -2.1303 0.3400 0.190
N -2.3219 0.0047 -0.6037 -0.042
O 2.0200 -0.9636 -0.1602 -0.065
```

E_LUMO	0.873	eV
SMILES	NCc1ccoc1
frontier orbital gap	9.74	eV
E	-324.54681	hartree

=====

Here is one molecule with the formula C5H7NO from the Open Molecules 2025 dataset. Energies are from ωB97M-V with the def2-TZVPD basis set.

```
14
Properties=species:S:1:pos:R:3:lowdin_charge:R:1
O 1.5372 -1.0018 1.1470 -0.057
C 1.8043 -0.3597 -0.0827 -0.217
C 0.5365 -0.0803 -0.8630 -0.359
C 0.0854 -0.3954 -2.0419 0.271
C -0.5512 0.7232 -0.1861 -0.317
C -1.9827 0.3148 -0.2008 -0.139
N -1.1717 0.1179 0.9912 0.029
H 1.1577 -0.3480 1.7498 0.087
H 2.3405 0.5869 0.0766 0.128
H 2.4594 -1.0245 -0.6491 0.124
H -0.3289 1.7858 -0.0915 0.143
H -2.2718 -0.5544 -0.7858 0.105
H -2.7383 1.0909 -0.1140 0.106
H -0.8764 -0.8554 1.0503 0.096
```

E_LUMO	-0.175	eV
frontier orbital gap	9.97	eV
E	-324.52897	hartree

=====

Record order is preserved below.
Maximum force: 0.4 5.3 0.7 eV/Å